Computed, not measured: 14 unconnected molecules or ions with the total composition C4H36O15 at a distorted geometry, with the ωB97M-V functional and the def2-TZVPD basis.

```
55
Properties=species:S:1:pos:R:3:forces:R:3:nbo_charge:R:1
C 0.92547 0.47610 -1.08662 0.039 -0.608 -1.016 -0.045
O 0.74420 -0.86048 -1.53287 -0.712 -0.376 -0.377 -0.801
C -0.43431 1.18694 -0.97076 0.840 -1.208 0.105 -0.468
C -0.36156 2.28696 0.06179 0.537 1.887 -0.241 0.076
C -1.71233 2.61246 0.69784 0.734 1.715 -1.695 -0.649
O 0.11880 3.50794 -0.60835 -0.845 0.203 -0.517 -0.779
H 1.52922 0.89791 -1.90420 0.182 0.702 0.591 0.153
H 1.44240 0.54879 -0.12703 0.177 -0.214 -0.041 0.161
H 1.34139 -1.53516 -1.15852 0.117 0.579 0.331 0.517
H -1.15798 0.39818 -0.75028 0.005 0.083 0.412 0.210
H -0.72922 1.52181 -1.96251 -0.170 0.525 0.186 0.223
H 0.44617 2.24987 0.79126 -0.486 -1.434 0.173 0.216
H -2.37903 1.78862 0.60157 -0.544 -0.704 0.904 0.208
H -2.13394 3.36638 0.01643 -0.107 -0.170 -0.102 0.236
H -1.64529 3.20887 1.60487 -0.100 -0.721 0.512 0.211
H 1.06057 3.63652 -0.45737 -0.018 -0.074 0.438 0.494
H -3.82556 -0.31011 -0.92193 0.312 0.243 -0.340 0.484
H -3.17057 -1.28493 -1.95870 0.407 0.810 -0.029 0.480
O -3.86886 -1.18170 -1.31512 -0.649 -1.047 0.598 -0.966
H 3.22662 -0.29001 2.35364 -0.295 0.083 0.050 0.481
H 3.13030 0.82225 3.44481 -0.266 0.135 -0.377 0.466
O 3.73217 0.25065 2.96583 0.528 -0.110 0.180 -0.944
H 2.99643 2.91669 0.76799 0.171 0.166 -0.003 0.465
H 2.35353 3.03483 2.11844 -0.255 0.136 -0.047 0.495
O 2.52147 3.55267 1.31692 0.286 -0.228 -0.259 -0.960
H 0.79494 1.27157 3.53784 0.304 0.348 -0.068 0.497
H 0.19640 2.54853 2.98540 0.096 0.173 -0.160 0.484
O 0.95667 1.96695 2.86934 -0.388 -0.440 0.604 -0.989
H -1.65336 0.40613 -3.83274 0.006 -0.051 -0.097 0.475
H -2.82959 -0.59886 -3.83570 0.234 0.085 -0.408 0.477
O -2.44283 0.14080 -3.35954 -0.462 0.229 0.407 -0.948
H 3.17387 -3.00645 -0.31356 0.171 0.721 -0.247 0.475
H 1.84308 -3.54750 -0.08621 -0.888 0.406 0.068 0.509
O 2.26278 -2.68250 -0.28055 0.921 -1.062 0.337 -0.980
H -0.17190 -2.07044 -3.49672 0.312 0.691 0.102 0.498
H -0.41900 -1.03503 -4.66219 0.482 0.039 0.283 0.469
O -0.62671 -1.90636 -4.32846 -0.604 -0.886 -0.348 -0.968
H 0.10343 -0.78327 3.49123 0.073 -0.078 0.010 0.461
H -0.15572 -1.88890 2.47486 0.027 -0.319 0.175 0.493
O -0.25896 -1.67154 3.41360 0.031 0.187 -0.112 -0.967
H -0.11607 -4.29089 -0.57651 0.194 -0.059 -0.222 0.500
H 0.03093 -4.98756 0.73126 0.296 -0.075 0.196 0.483
O 0.55451 -4.74871 -0.04189 -0.592 -0.068 -0.063 -0.959
H -1.31240 -1.29233 1.10291 -0.130 0.000 -0.097 0.474
H -1.34549 -2.27277 -0.06816 0.482 0.164 -0.107 0.494
O -0.83311 -2.03455 0.71777 -0.367 0.083 0.198 -0.970
H -2.14529 -3.31683 -2.39187 0.042 -0.041 -0.053 0.495
H -2.60181 -3.35033 -0.92124 -0.469 -0.090 -0.140 0.491
O -1.86735 -3.56470 -1.50385 0.238 -0.020 0.140 -0.970
H 2.09521 0.10143 5.05340 0.128 0.096 -0.081 0.491
H 0.74933 -0.42140 5.43972 -0.284 0.063 -0.050 0.501
O 1.15892 0.32268 4.97925 0.166 -0.461 0.489 -0.965
H -0.10868 3.68299 -2.45887 -0.007 0.237 -0.422 0.495
H 0.68073 2.72685 -3.23226 0.310 -0.183 -0.371 0.448
O 0.13738 3.50095 -3.39340 -0.211 -0.057 0.605 -0.958
```
Positions in Å, forces in eV/Å.

Results
- lowest unoccupied orbital energy (eV) = -0.05
- total energy (eV) = -35444.407
- HOMO-LUMO gap (Eh) = 0.3585
- ΔE to the lowest compared entry with this formula, charge and spin (kcal/mol) = 55.9
- largest force on an atom (eV/A) = 2.5


Computed, not measured: 2 unconnected molecules or ions with the total composition C24H45BrN2O7P at a distorted geometry, with the ωB97M-V functional and the def2-TZVPD basis.

```
80
Properties=species:S:1:pos:R:3:forces:R:3:mulliken_charge:R:1
C 0.01423 0.01344 -5.14252 -0.257 -0.185 0.565 -1.208
C -0.15207 0.68448 -3.74717 0.255 -0.990 -0.191 -0.467
C -1.19300 -0.07013 -2.86947 -0.438 0.265 -0.435 0.533
C -2.45793 -0.52209 -3.65075 -0.364 -0.441 0.964 -0.852
C -3.49877 -1.19124 -2.70134 0.455 -0.157 -0.225 -0.875
C -2.91140 -2.43868 -1.96797 -0.234 0.872 0.434 -0.920
C -2.40535 -2.03442 -0.53387 0.751 -1.510 -0.645 0.815
C -3.01401 -2.93601 0.57039 -0.401 0.309 0.337 -0.788
C -3.25520 -2.23389 1.95331 -0.620 -0.265 -0.467 -1.002
N -2.56363 -0.94539 2.04898 0.733 0.742 2.519 0.351
C -1.16139 -0.67615 2.03746 -0.786 -1.405 -2.555 -0.324
P 0.25925 -1.80253 2.40262 1.016 1.030 0.864 0.027
C -0.29970 -3.52455 2.71558 0.297 -0.292 -1.132 -0.951
O 1.13982 -1.88536 0.99892 -0.906 -0.246 0.251 -0.146
C -1.12966 0.62817 1.61811 1.084 0.065 0.918 -0.066
O -0.06363 1.19226 1.02714 -0.379 0.345 0.280 -0.380
N -2.33563 1.26153 1.95634 0.581 -1.299 -0.615 0.460
C -2.65720 2.69547 1.94706 -0.244 0.702 0.751 -1.073
C -1.95078 3.49095 3.07485 0.486 0.269 -0.349 -0.638
C -0.40922 3.46655 2.97283 -0.427 0.289 0.286 0.058
C 0.31359 4.55027 3.80310 1.008 -0.329 0.031 -0.755
C 1.74485 4.72588 3.20300 -0.625 0.190 -1.068 -0.818
C 2.49387 3.39337 3.09905 0.221 0.261 1.006 0.241
O 3.87306 3.58068 2.71052 -0.436 -0.439 -0.708 -0.360
C 4.29212 2.41568 2.08703 0.730 -1.250 0.026 0.733
C 3.98426 2.18015 0.59754 -0.635 0.498 0.241 -0.733
O 4.88860 1.56077 2.69183 -0.375 0.941 -0.162 -0.527
C -3.13214 0.22339 2.27004 -2.706 0.616 -0.306 0.564
Br -4.87923 0.45213 3.00026 0.948 -0.087 -0.617 -0.063
H 1.00320 0.17659 -5.59257 -0.396 0.294 0.111 0.358
H -0.79136 0.38251 -5.79438 0.430 -0.331 -0.075 0.290
H -0.08352 -1.08040 -5.02740 -0.007 0.374 -0.183 0.282
H -0.42934 1.73508 -3.91177 0.215 -0.214 0.355 0.365
H 0.81518 0.57238 -3.22738 -0.307 0.615 -0.114 0.295
H -0.69649 -0.94094 -2.40590 -0.187 0.226 -0.268 -0.081
H -1.54234 0.56357 -2.02768 0.278 -0.098 -0.268 -0.127
H -2.17808 -1.28215 -4.39355 -0.140 0.513 -0.101 0.299
H -2.96167 0.34871 -4.10367 0.411 -0.345 -0.195 0.355
H -3.79666 -0.40599 -1.98222 -0.097 -0.464 -0.035 0.388
H -4.41044 -1.50350 -3.23259 0.354 0.303 -0.106 0.387
H -2.08182 -2.86165 -2.55922 -0.304 0.172 0.195 0.436
H -3.67366 -3.23007 -1.89563 0.212 0.286 0.034 0.494
H -1.31749 -2.23224 -0.54705 -0.294 0.494 0.285 -0.339
H -2.54950 -0.95922 -0.37434 -0.135 -0.352 0.068 -0.206
H -4.00185 -3.27441 0.21474 0.294 0.125 0.292 0.539
H -2.44037 -3.85684 0.74671 0.019 0.394 -0.291 0.287
H -4.32871 -1.99975 1.99581 0.458 0.041 0.220 0.429
H -3.02317 -2.86795 2.81191 0.077 0.155 -0.190 0.178
H -0.50292 -4.03875 1.75947 -0.261 0.089 0.466 0.173
H -1.11812 -3.62086 3.43762 0.164 0.228 -0.285 0.359
H 0.57070 -4.04616 3.14802 -0.225 0.416 -0.078 0.406
H 1.60161 -1.03852 0.90909 0.181 -0.246 -0.090 0.197
H -0.32970 1.96424 0.50645 0.175 -0.021 0.129 0.425
H -2.43586 3.12451 0.95556 0.122 -0.311 0.303 0.308
H -3.74293 2.79741 2.09009 0.360 -0.270 -0.193 0.447
H -2.26641 4.54290 2.95020 -0.053 -0.419 0.055 0.429
H -2.27074 3.17729 4.07966 -0.086 -0.082 -0.376 0.240
H -0.14013 3.62166 1.91120 -0.011 -0.002 0.341 0.190
H -0.01381 2.48701 3.28437 -0.184 0.233 -0.227 0.185
H -0.19748 5.52366 3.81011 0.014 -0.334 -0.193 0.391
H 0.42282 4.24344 4.85938 -0.248 0.011 -0.367 0.334
H 1.58844 5.09814 2.16933 0.212 -0.007 0.375 0.241
H 2.32244 5.50877 3.71306 -0.036 -0.505 0.093 0.386
H 2.49563 2.93501 4.10829 0.014 -0.107 -0.448 0.228
H 2.04302 2.68214 2.38824 -0.192 0.352 0.243 -0.176
H 3.12410 2.76792 0.23770 0.401 -0.008 0.142 0.243
H 3.74519 1.11818 0.45134 0.293 0.295 0.114 0.193
H 4.86171 2.42986 -0.01373 -0.213 -0.031 0.268 0.344
C 2.66970 -3.89119 -1.01961 -0.172 -0.086 0.254 -0.324
O 3.31008 -4.04891 -2.28353 0.017 0.006 -0.022 -0.349
C 3.76581 -2.90780 -2.80327 0.052 -0.129 -0.105 0.796
O 3.67144 -1.81632 -2.29974 -0.067 0.013 0.019 -0.545
O 4.33870 -3.18420 -3.97145 -0.038 0.001 0.043 -0.349
C 4.87648 -2.04635 -4.64860 0.171 0.183 -0.238 -0.526
H 2.33925 -4.87494 -0.69362 0.115 -0.079 -0.216 0.305
H 3.36639 -3.49566 -0.28157 -0.062 0.131 -0.053 0.288
H 1.79975 -3.24255 -1.10936 0.111 0.106 0.040 -0.017
H 5.65802 -1.57786 -4.05225 -0.118 0.052 0.058 0.290
H 4.08977 -1.32921 -4.88006 0.025 0.029 0.134 0.202
H 5.31145 -2.40131 -5.57906 -0.075 -0.198 0.082 0.220
```
Positions in Å, forces in eV/Å.

Results
- charge = +1
- lowest unoccupied orbital energy (eV) = -3.06
- total energy (eV) = -122254.471
- HOMO-LUMO gap (Eh) = 0.3067
- ΔE to the lowest compared entry with this formula, charge and spin (kcal/mol) = 31.2
- largest force on an atom (eV/A) = 3.0